Entry from the Open Molecules 2025 dataset: C34H41N3O2 in the gas phase at a distorted geometry (wB97M-V/def2-TZVPD).

Last column: Löwdin charge in e.
Cartesian coordinates (Å):
C (-1.973, -2.484, 3.735)  -0.07
C (-1.665, -1.176, 3.050)  -0.19
N (-2.290, 0.004, 3.649)  -0.04
C (-3.616, 0.307, 3.081)  -0.20
C (-3.594, 0.786, 1.610)  -0.08
C (-1.931, 0.658, 4.786)  -0.38
O (-2.693, 1.574, 5.171)  0.05
C (-0.609, 0.191, 5.602)  -0.15
C (0.344, 0.919, 4.560)  -0.25
O (0.106, 2.066, 4.170)  0.12
C (1.590, 0.259, 4.089)  -0.15
C (1.727, -1.093, 3.812)  -0.05
C (2.875, -1.591, 3.185)  -0.07
C (3.964, -0.726, 2.922)  -0.07
C (3.850, 0.650, 3.247)  -0.07
C (2.663, 1.117, 3.809)  -0.02
C (-0.794, 0.665, 6.905)  -0.18
C (-2.051, 0.019, 7.579)  -0.10
C (-2.480, 0.277, 8.905)  -0.04
C (-3.810, 0.198, 9.218)  -0.02
C (-4.748, -0.311, 8.290)  -0.16
C (-4.261, -0.904, 7.093)  -0.13
C (-2.906, -0.802, 6.808)  0.00
C (-5.202, -1.588, 6.137)  -0.15
C (-6.503, -1.993, 6.792)  -0.17
C (-7.074, -0.850, 7.657)  -0.18
N (-6.093, -0.305, 8.555)  -0.16
C (-6.649, 0.572, 9.558)  -0.06
C (0.145, 1.233, 8.079)  -0.12
C (-0.325, 2.304, 8.920)  -0.05
C (0.506, 2.847, 9.899)  -0.01
C (1.839, 2.382, 10.076)  -0.17
C (2.329, 1.418, 9.164)  -0.17
C (1.494, 0.870, 8.181)  0.01
C (3.736, 0.946, 9.262)  -0.17
C (4.307, 1.096, 10.645)  -0.18
C (4.025, 2.487, 11.217)  -0.18
N (2.635, 2.834, 11.094)  -0.16
C (2.196, 3.909, 11.945)  -0.08
H (-1.874, -3.324, 3.041)  0.08
H (-1.290, -2.693, 4.558)  0.06
H (-2.989, -2.511, 4.125)  0.06
H (-0.595, -1.034, 2.976)  0.09
H (-2.005, -1.245, 2.012)  0.11
H (-4.226, -0.622, 3.135)  0.12
H (-4.098, 1.075, 3.698)  0.12
H (-4.596, 1.200, 1.366)  0.08
H (-2.841, 1.584, 1.484)  0.09
H (-3.377, -0.052, 0.920)  0.06
H (-0.400, -0.872, 5.564)  0.13
H (0.957, -1.801, 4.094)  0.10
H (2.987, -2.651, 2.928)  0.11
H (4.888, -1.079, 2.419)  0.11
H (4.694, 1.339, 3.106)  0.11
H (2.564, 2.161, 4.083)  0.12
H (-0.749, 1.608, 6.410)  0.13
H (-1.792, 0.631, 9.669)  0.10
H (-4.127, 0.568, 10.190)  0.09
H (-2.549, -1.344, 5.940)  0.09
H (-4.716, -2.499, 5.756)  0.11
H (-5.398, -0.943, 5.245)  0.12
H (-6.351, -2.860, 7.436)  0.12
H (-7.268, -2.236, 6.048)  0.11
H (-7.915, -1.201, 8.280)  0.12
H (-7.464, -0.027, 6.996)  0.14
H (-5.925, 0.824, 10.349)  0.07
H (-7.015, 1.521, 9.115)  0.10
H (-7.508, 0.063, 10.024)  0.09
H (-1.346, 2.722, 8.862)  0.13
H (0.151, 3.641, 10.555)  0.09
H (1.858, 0.119, 7.493)  0.12
H (3.740, -0.111, 8.958)  0.12
H (4.337, 1.503, 8.511)  0.13
H (5.384, 0.953, 10.612)  0.11
H (3.897, 0.338, 11.301)  0.12
H (4.646, 3.239, 10.658)  0.14
H (4.306, 2.542, 12.283)  0.12
H (1.200, 3.713, 12.384)  0.09
H (2.901, 4.044, 12.780)  0.09
H (2.122, 4.875, 11.406)  0.10

Values from the calculation:
- ΔE to the lowest compared entry with this formula, charge and spin (kcal/mol) = 110.6
- frontier orbital gap (eV) = 6.856
- HOMO level (eV) = -6.673
- structure (SMILES) = CCN(CC)C(=O)[C@@H](C(=O)c1ccccc1)C(c1ccc2c(c1)CCCN2C)c1ccc2c(c1)CCCN2C
- strongest force on any atom (eV/A) = 6.35